Entry 1:
A cluster of 6 separate species, C5H26N2O6 in total at a distorted geometry. Source: the Open Molecules 2025 dataset; level of theory: the ωB97M-V functional and the def2-TZVPD basis.

```
39
Properties=species:S:1:pos:R:3:forces:R:3
C -0.086 -1.313 -2.546 0.201 -0.025 -0.976
C 0.124 -0.899 -1.103 -0.665 -0.443 -0.789
C -1.218 -0.869 -0.368 0.177 2.112 -0.829
C -1.108 0.021 0.923 -1.479 -1.045 -1.511
C -1.915 1.302 0.689 -0.604 0.039 -0.367
N -1.262 2.317 1.595 -1.672 -0.175 -0.081
N 0.862 -2.056 -0.457 0.898 0.072 -0.126
H 0.966 -1.419 -2.862 -0.705 -1.018 -0.739
H -0.814 -2.135 -2.621 1.007 -0.727 0.167
H -0.568 -0.692 -3.326 0.405 0.904 1.131
H 0.825 -0.002 -1.171 -1.089 -0.947 1.055
H -1.583 -1.882 -0.276 0.070 -0.334 0.707
H -1.917 -0.455 -1.134 0.368 0.027 1.123
H -0.049 0.242 1.039 0.193 0.308 0.265
H -2.984 1.126 0.969 1.020 0.155 0.240
H -1.189 1.854 2.506 0.505 0.216 0.209
H -1.789 3.186 1.689 -0.369 -0.093 0.218
H -0.406 2.656 1.162 0.820 -0.304 0.071
H 1.749 -2.239 -0.979 -0.264 0.329 0.168
H 0.335 -2.958 -0.548 0.238 1.223 0.707
H 1.196 -1.776 0.520 -0.538 -1.039 -0.817
H -0.905 -0.937 2.628 -0.577 0.258 -0.349
H -4.012 0.797 -1.802 0.281 0.031 -0.200
O -1.646 -0.554 2.097 0.915 -0.163 0.443
H -4.107 -0.598 -2.320 0.272 -0.081 -0.169
H -1.985 1.668 -0.363 0.782 -0.164 0.935
O -3.454 0.106 -2.193 -0.981 0.206 0.071
H 3.034 2.200 2.612 0.314 0.132 -0.090
H 3.664 1.690 1.239 -0.545 0.233 0.795
O 2.943 1.561 1.895 0.184 -0.488 -0.763
H -1.388 4.251 -0.571 1.390 -0.391 -0.279
H 0.103 3.773 -1.064 -0.802 0.335 0.347
O -0.563 3.748 -0.344 -0.356 0.540 -0.602
H 3.022 -1.185 1.689 0.083 -0.050 0.620
H 2.919 -2.676 2.267 0.131 0.425 0.212
O 2.817 -2.112 1.491 -0.143 -0.082 -0.741
H 3.794 -1.848 -0.964 0.188 0.019 -0.092
H 3.671 -1.762 -2.522 0.116 -0.064 0.088
O 3.171 -1.788 -1.700 0.230 0.069 -0.055
```
Positions in Å, forces in eV/Å.

Properties
Multiplicity: 2
Total charge: +1
HOMO energy (spin up / spin down) in eV: -5.4 / -13.5
Total energy in a.u.: -766.673617
HOMO-LUMO gap (spin up / spin down) in eV: 2.879 / 10.939
Energy above the lowest of the compared OMol25 structures with the same formula, charge and spin in kcal/mol: 46.6
<S²>: 0.751

***

Entry 2:
A cluster of 2 separate species, C39H54O9SSi in total at a distorted geometry. Source: the Open Molecules 2025 dataset; level of theory: the ωB97M-V functional and the def2-TZVPD basis.

```
104
Properties=species:S:1:pos:R:3:forces:R:3
C -2.965 -3.230 2.013 0.987 -0.204 0.071
C -1.792 -2.275 2.479 -0.817 -0.762 -0.168
O -1.979 -0.924 1.995 0.833 -0.067 0.350
C -0.791 -0.166 2.205 -0.050 -0.315 0.463
C -0.053 0.248 0.823 -0.249 -0.671 2.250
C 1.466 0.234 1.268 0.720 0.012 0.005
C 2.174 -1.163 1.093 0.219 -1.332 0.462
O 2.372 -1.698 0.026 -0.416 1.009 0.493
C 2.725 -1.934 2.360 1.015 0.448 1.276
C 4.019 -1.425 2.879 -1.548 -2.335 1.098
C 4.622 -2.117 4.030 -1.453 -0.170 -1.039
C 3.954 -3.258 4.648 -1.362 0.435 -1.491
C 2.670 -3.752 4.117 0.731 1.656 -0.956
C 2.053 -3.080 2.966 2.043 0.525 0.853
O -0.391 -0.908 -0.003 -0.412 1.203 -2.279
S -1.537 -0.547 -1.150 -3.645 -0.631 0.227
O -1.219 -0.902 -2.519 1.753 1.267 1.846
O -2.888 -1.026 -0.865 2.304 0.409 0.731
O -1.656 1.041 -0.737 1.428 -1.158 -1.230
C -0.601 1.562 0.096 -0.901 1.685 1.069
C 0.442 2.497 -0.638 0.945 -1.726 -1.014
C -0.086 3.191 -1.950 0.692 1.206 0.511
C -0.510 4.712 -1.676 0.771 -0.438 -1.343
C -1.292 5.289 -2.935 0.847 -0.001 0.501
C -0.740 4.767 -4.329 -1.109 0.483 -0.574
C -1.652 3.602 -4.963 0.788 1.016 0.356
C -0.819 2.567 -5.815 -1.059 -0.634 -0.448
C -0.813 1.081 -5.195 -0.570 1.043 -0.254
Si 0.821 0.198 -5.595 -0.117 -0.682 -0.292
C 1.012 -1.514 -4.766 -0.203 -0.038 0.859
C 0.807 -0.160 -7.492 0.180 -0.466 0.739
C 2.327 1.237 -5.047 1.691 0.982 1.196
C 2.874 0.933 -3.697 1.467 1.680 -0.707
C 4.064 1.623 -3.146 -1.394 0.488 -2.671
C 4.689 2.668 -3.972 -1.941 -1.485 -0.385
C 4.123 2.986 -5.295 -0.485 -0.863 0.740
C 2.960 2.292 -5.863 1.007 -0.799 2.942
C -1.399 2.579 1.020 -1.497 1.430 2.237
C -2.800 2.949 0.762 0.344 0.759 1.353
C -3.557 3.862 1.643 2.129 -0.145 1.047
C -2.956 4.465 2.844 1.720 -2.196 -2.404
C -1.532 4.132 3.085 -1.429 -0.545 -1.261
C -0.779 3.222 2.206 -1.897 0.489 -0.243
H -3.302 -2.924 0.990 0.064 -0.176 1.019
H -2.509 -4.263 1.920 -0.543 1.058 0.103
H -3.787 -3.328 2.765 0.578 0.428 -0.831
H -1.754 -2.229 3.604 0.234 -0.258 -0.982
H -0.843 -2.718 2.050 -0.804 0.709 0.516
H -0.074 -0.836 2.774 -0.511 0.873 -0.669
H -1.005 0.715 2.865 0.197 -0.586 -0.764
H 2.114 0.988 0.748 -0.672 -0.700 0.178
H 1.534 0.476 2.371 -0.315 -0.109 -1.207
H 4.512 -0.553 2.374 -0.489 -1.017 0.677
H 5.613 -1.741 4.398 -1.157 -0.564 -0.256
H 4.377 -3.793 5.534 -0.243 0.713 -0.972
H 2.116 -4.638 4.563 1.082 1.343 -0.469
H 1.097 -3.477 2.557 0.918 0.506 0.306
H 0.894 3.221 0.101 -0.741 -0.668 -0.802
H 1.308 1.834 -0.959 -0.898 0.661 0.238
H 0.804 3.263 -2.643 -0.996 -0.302 0.694
H -0.862 2.615 -2.510 0.542 0.360 0.874
H -1.042 4.846 -0.701 0.285 -0.104 -0.939
H 0.472 5.279 -1.641 -1.045 -0.538 0.320
H -2.374 5.017 -2.803 0.840 0.497 -0.405
H -1.131 6.406 -2.940 -0.645 -1.099 0.202
H -0.842 5.641 -5.043 0.341 -0.912 0.717
H 0.349 4.505 -4.320 -0.970 0.086 0.201
H -2.223 3.149 -4.111 0.519 -0.048 -0.924
H -2.411 4.139 -5.601 0.675 -0.723 0.567
H -1.347 2.469 -6.811 0.754 0.166 0.892
H 0.216 2.943 -6.048 -0.952 -0.206 0.473
H -1.677 0.543 -5.691 0.946 0.325 0.707
H -1.056 1.151 -4.104 0.381 -0.266 -0.887
H 0.091 -2.140 -4.954 1.097 0.455 0.005
H 1.077 -1.426 -3.641 -0.144 -0.046 -1.176
H 1.963 -2.016 -5.089 -0.994 0.301 0.053
H 0.924 0.761 -8.115 -0.159 -0.990 0.278
H -0.158 -0.712 -7.680 0.841 0.779 -0.082
H 1.627 -0.918 -7.651 -0.657 0.979 -0.194
H 2.418 0.161 -3.027 0.306 0.710 -0.954
H 4.450 1.329 -2.138 -0.329 0.426 -1.120
H 5.590 3.180 -3.558 -0.899 -0.311 -0.688
H 4.608 3.802 -5.888 -0.477 -0.875 0.603
H 2.543 2.537 -6.868 0.592 -0.151 0.991
H -3.372 2.559 -0.118 0.875 0.205 0.955
H -4.625 4.105 1.441 1.017 -0.393 -0.096
H -3.557 5.124 3.509 0.740 -0.615 -0.584
H -1.077 4.593 3.996 -0.112 -0.646 -1.044
H 0.285 3.012 2.482 -1.063 0.168 -0.356
C -3.561 -5.856 7.862 -0.012 -0.163 -0.274
C -2.257 -5.109 8.060 -0.547 0.166 0.296
O -1.167 -5.796 7.430 0.246 0.101 -0.235
C -1.078 -5.638 6.105 -0.111 -0.152 0.189
O -1.809 -4.971 5.417 0.200 -0.049 0.057
O -0.042 -6.369 5.668 -0.072 0.209 0.107
C 0.112 -6.360 4.251 0.087 -0.131 -0.400
H -3.462 -6.893 8.190 0.008 0.092 0.131
H -4.366 -5.380 8.425 0.060 -0.006 0.011
H -3.846 -5.879 6.809 0.015 0.123 0.059
H -2.021 -5.065 9.124 0.259 -0.141 -0.142
H -2.324 -4.080 7.701 0.073 -0.137 -0.173
H 0.149 -5.341 3.863 -0.214 -0.065 0.038
H -0.700 -6.918 3.784 -0.022 0.177 -0.020
H 1.053 -6.854 4.012 -0.040 -0.031 0.273
```
Positions in Å, forces in eV/Å.

Properties
HOMO energy in eV: -8.9
Structure (SMILES): CCOC[C@@]1(CC(=O)c2ccccc2)OS(=O)(=O)O[C@@]1(CCCCCCCC[Si](C)(C)c1ccccc1)c1ccccc1.CCOC(=O)OC
Total energy in a.u.: -2883.107183
HOMO-LUMO gap in eV: 9.220

***

> total energy of number 2 (C39H54O9SSi)?

-2883.107183 a.u.

***

> Among the records above, which one has the lowest total energy?

C39H54O9SSi

***

Copy entry 1 word for word.
A cluster of 6 separate species, C5H26N2O6 in total at a distorted geometry. Source: the Open Molecules 2025 dataset; level of theory: the ωB97M-V functional and the def2-TZVPD basis.

```
39
Properties=species:S:1:pos:R:3:forces:R:3
C -0.086 -1.313 -2.546 0.201 -0.025 -0.976
C 0.124 -0.899 -1.103 -0.665 -0.443 -0.789
C -1.218 -0.869 -0.368 0.177 2.112 -0.829
C -1.108 0.021 0.923 -1.479 -1.045 -1.511
C -1.915 1.302 0.689 -0.604 0.039 -0.367
N -1.262 2.317 1.595 -1.672 -0.175 -0.081
N 0.862 -2.056 -0.457 0.898 0.072 -0.126
H 0.966 -1.419 -2.862 -0.705 -1.018 -0.739
H -0.814 -2.135 -2.621 1.007 -0.727 0.167
H -0.568 -0.692 -3.326 0.405 0.904 1.131
H 0.825 -0.002 -1.171 -1.089 -0.947 1.055
H -1.583 -1.882 -0.276 0.070 -0.334 0.707
H -1.917 -0.455 -1.134 0.368 0.027 1.123
H -0.049 0.242 1.039 0.193 0.308 0.265
H -2.984 1.126 0.969 1.020 0.155 0.240
H -1.189 1.854 2.506 0.505 0.216 0.209
H -1.789 3.186 1.689 -0.369 -0.093 0.218
H -0.406 2.656 1.162 0.820 -0.304 0.071
H 1.749 -2.239 -0.979 -0.264 0.329 0.168
H 0.335 -2.958 -0.548 0.238 1.223 0.707
H 1.196 -1.776 0.520 -0.538 -1.039 -0.817
H -0.905 -0.937 2.628 -0.577 0.258 -0.349
H -4.012 0.797 -1.802 0.281 0.031 -0.200
O -1.646 -0.554 2.097 0.915 -0.163 0.443
H -4.107 -0.598 -2.320 0.272 -0.081 -0.169
H -1.985 1.668 -0.363 0.782 -0.164 0.935
O -3.454 0.106 -2.193 -0.981 0.206 0.071
H 3.034 2.200 2.612 0.314 0.132 -0.090
H 3.664 1.690 1.239 -0.545 0.233 0.795
O 2.943 1.561 1.895 0.184 -0.488 -0.763
H -1.388 4.251 -0.571 1.390 -0.391 -0.279
H 0.103 3.773 -1.064 -0.802 0.335 0.347
O -0.563 3.748 -0.344 -0.356 0.540 -0.602
H 3.022 -1.185 1.689 0.083 -0.050 0.620
H 2.919 -2.676 2.267 0.131 0.425 0.212
O 2.817 -2.112 1.491 -0.143 -0.082 -0.741
H 3.794 -1.848 -0.964 0.188 0.019 -0.092
H 3.671 -1.762 -2.522 0.116 -0.064 0.088
O 3.171 -1.788 -1.700 0.230 0.069 -0.055
```
Positions in Å, forces in eV/Å.

Properties
Multiplicity: 2
Total charge: +1
HOMO energy (spin up / spin down) in eV: -5.4 / -13.5
Total energy in a.u.: -766.673617
HOMO-LUMO gap (spin up / spin down) in eV: 2.879 / 10.939
Energy above the lowest of the compared OMol25 structures with the same formula, charge and spin in kcal/mol: 46.6
<S²>: 0.751